1.
Below is a cluster of 3 separate species, C6H18NO2S in total in a non-equilibrium geometry, with properties calculated with ωB97M-V/def2-TZVPD.

ORCA input file:
```
! wB97M-V def2-TZVPD RIJCOSX def2/J DEFGRID3
* xyz -1 1
C -0.1137 -0.2635 -1.6063
C -1.0831 0.7661 -2.2397
S -1.1571 2.4724 -1.4520
C -0.3011 -0.4800 -0.0873
N 0.7305 -0.0391 0.8190
C 1.7447 -1.0852 0.9841
C 2.8175 -1.2555 -0.0956
C 1.3444 1.2520 0.5364
H -0.3987 -1.1675 -2.1613
H 0.8557 0.0045 -2.0207
H -2.1244 0.4674 -2.1290
H -0.7507 0.9277 -3.2623
H -1.2596 0.0082 0.0860
H -0.6001 -1.5192 0.0519
H 1.2286 -2.0440 1.0699
H 2.2291 -0.9710 1.9405
H 3.5729 -1.9585 0.2810
H 2.4207 -1.6618 -1.0234
H 3.2787 -0.3043 -0.3369
H 2.3559 1.2277 0.9382
H 1.3778 1.4609 -0.5319
H 0.7215 2.0385 0.9311
H -3.0334 1.3197 -0.2938
H -3.6368 1.1369 1.0776
O -3.8452 0.9930 0.1452
H -1.4652 -0.0923 2.5759
H -2.7465 -0.8655 2.6091
O -2.1627 -0.3678 3.1944
*
```

Results
Gap between HOMO and LUMO = 6.22 eV
E_HOMO = -0.10468 Ha
Total energy = -22934.7228 eV
ΔE to the lowest compared entry with this formula, charge and spin = 0.5601 eV

=====

2.
Below is a cluster of 2 separate species, C6H18NO7PS2 in total, with properties calculated with ωB97M-V/def2-TZVPD.

ORCA input file:
```
! wB97M-V def2-TZVPD RIJCOSX def2/J DEFGRID3
* xyz 0 1
O 5.6551 -3.6677 4.0843
S 4.7163 -2.6260 4.3747
O 4.9788 -1.3912 3.4028
O 3.2874 -3.2178 3.6443
P 2.2406 -2.4173 2.7580
O 1.9223 -1.1977 3.7405
O 1.0217 -3.4344 2.8778
S 2.7041 -1.9264 0.9657
H 5.1949 -1.6865 2.4981
H 1.3052 -0.5621 3.3565
H 0.4120 -3.3343 2.1366
C -1.8710 3.8625 -2.2904
O -2.5075 2.6247 -2.5246
C -1.8341 1.7805 -3.4507
C -1.3547 0.5176 -2.7706
N -0.3097 0.8147 -1.8052
C 0.1184 -0.3175 -0.9954
C -0.8922 -0.9534 -0.0503
O -1.2596 -0.1317 1.0452
C -2.3522 0.7377 0.8156
H -2.5251 4.4414 -1.6409
H -0.8972 3.7448 -1.8015
H -1.7198 4.4173 -3.2222
H -0.9886 2.3114 -3.8989
H -2.5374 1.5183 -4.2456
H -0.9520 -0.1603 -3.5300
H -2.2325 0.0256 -2.3262
H -0.6271 1.5607 -1.1987
H 0.9746 -0.0042 -0.3958
H 0.4825 -1.1021 -1.6678
H -0.4076 -1.8328 0.3832
H -1.7898 -1.3023 -0.5750
H -3.0760 0.2933 0.1260
H -2.0387 1.7027 0.4071
H -2.8409 0.9125 1.7736
*
```

Results
Gap between HOMO and LUMO = 9.25 eV
E_HOMO = -0.32337 Ha
Total energy = -53296.9454 eV

=====

3.
Below is a cluster of 3 separate species, C6H18O2 in total in a non-equilibrium geometry, with properties calculated with ωB97M-V/def2-TZVPD.

ORCA input file:
```
! wB97M-V def2-TZVPD RIJCOSX def2/J DEFGRID3
* xyz -1 2
C 1.2442 1.4678 -1.1278
C 0.5119 2.1189 0.0284
C 0.1741 1.1621 1.2371
C -0.4903 -0.1812 0.8970
C -0.5143 -1.0207 2.1985
C -1.9068 -0.0651 0.3253
H 0.8266 0.4592 -1.1822
H 1.0702 1.8782 -2.1192
H 2.2750 1.2581 -0.8531
H -0.3990 2.6653 -0.2363
H 1.1411 2.8898 0.5067
H -0.5350 1.6211 1.9328
H 1.1609 1.0367 1.6660
H 0.0784 -0.7822 0.1967
H -1.1867 -0.5660 2.9595
H 0.4419 -1.0498 2.6928
H -1.0323 -1.9695 2.0339
H -1.8577 0.6806 -0.4764
H -2.3606 -0.9896 -0.0154
H -2.6574 0.3105 1.0374
H 1.1595 -2.4618 -1.4027
H 2.5500 -2.2136 -1.0030
O 2.0641 -2.7654 -1.6521
H -0.5773 -2.0181 -2.4798
H -0.2810 -0.3653 -2.6612
O -0.8997 -1.0999 -2.5030
*
```

Results
Gap between HOMO and LUMO (spin up / spin down) = 2.89 / 10.54 eV
E_HOMO (spin up / spin down) = 0.02778 / -0.25847 Ha
Total energy = -10607.5064 eV
ΔE to the lowest compared entry with this formula, charge and spin = 0.5360 eV
Expectation value of S² = 0.751

=====

4.
Below is a cluster of 3 separate species, C6H18O3 in total, with properties calculated with ωB97M-V/def2-TZVPD.

ORCA input file:
```
! wB97M-V def2-TZVPD RIJCOSX def2/J DEFGRID3
* xyz 0 1
C 16.8795 -20.0511 14.9604
C 17.5143 -21.0189 13.9871
O 17.0347 -22.3609 14.2408
H 17.0434 -20.3687 15.9887
H 15.8161 -19.9321 14.7665
H 17.3589 -19.0719 14.8564
H 18.6042 -20.9976 14.0444
H 17.2562 -20.7405 12.9575
H 17.7528 -22.9912 14.1483
C 12.3482 -24.4077 10.4376
C 13.6766 -24.3027 9.6779
O 14.7671 -24.7645 10.4459
H 11.9607 -25.4240 10.3693
H 11.5965 -23.7236 10.0380
H 12.4986 -24.1905 11.4958
H 13.8587 -23.2888 9.3059
H 13.6369 -24.9534 8.7989
H 15.0485 -24.0438 11.0274
C 12.9852 -22.2590 13.7925
C 13.7594 -21.7628 12.5694
O 14.9118 -22.5747 12.2928
H 13.6446 -22.7096 14.5362
H 12.2472 -23.0192 13.5285
H 12.4469 -21.4487 14.2913
H 14.0836 -20.7314 12.7232
H 13.1336 -21.8349 11.6831
H 15.6232 -22.2875 12.8781
*
```

Results
Gap between HOMO and LUMO = 10.21 eV
SMILES string = CCO.CCO.CCO
E_HOMO = -0.35064 Ha
Total energy = -12655.6861 eV
ΔE to the lowest compared entry with this formula, charge and spin = 0.5982 eV

=====

5.
Below is an isolated molecule of C6H18O3Si3 in a non-equilibrium geometry, with properties calculated with ωB97M-V/def2-TZVPD.

ORCA input file:
```
! wB97M-V def2-TZVPD RIJCOSX def2/J DEFGRID3
* xyz 0 1
C 0.1773 -2.6370 -1.0005
O 0.3696 -2.6552 0.4055
C -0.0358 -1.3927 0.9096
Si -2.0342 -1.1064 1.0530
C -2.7922 -0.3176 -0.4398
Si -1.9671 1.3079 -1.0578
C -0.2005 0.9691 -1.6323
Si 0.8767 0.1060 0.1360
O 1.2794 1.4479 1.0438
C 0.3109 2.3671 1.5018
O 2.4264 -0.4108 -0.1838
C 3.4840 0.4649 -0.4005
H 0.8949 -1.9032 -1.3575
H -0.8194 -2.4347 -1.2652
H 0.5994 -3.6401 -1.3701
H 0.1330 -1.4517 1.9956
H -2.0668 -0.0618 2.1011
H -2.4972 -2.3736 1.6320
H -3.8730 0.0373 -0.3838
H -2.9143 -0.9083 -1.3673
H -2.7733 1.8498 -2.1219
H -2.0426 2.3781 0.0348
H -0.3405 0.1406 -2.3028
H 0.4207 1.8344 -2.0053
H 0.7874 3.0797 2.1516
H -0.5859 1.9284 1.9218
H 0.0223 2.8616 0.6636
H 3.9881 0.4594 0.5529
H 3.1900 1.5929 -0.4160
H 3.9256 0.2367 -1.3777
*
```

Results
Gap between HOMO and LUMO = 9.66 eV
SMILES string = CO[C@@H]1[SiH2]C[SiH2]C[Si]1(OC)OC
E_HOMO = -0.32686 Ha
Total energy = -36288.7958 eV
ΔE to the lowest compared entry with this formula, charge and spin = 3.0331 eV

=====

6.
Below is a structure of composition C6H18O6Ti in a non-equilibrium geometry, with properties calculated with ωB97M-V/def2-TZVPD.

ORCA input file:
```
! wB97M-V def2-TZVPD RIJCOSX def2/J DEFGRID3
* xyz 1 4
Ti -2.5353 -9.1273 -15.9828
C 0.5804 -9.3419 -12.9368
C -0.2064 -10.7028 -12.7404
O -1.5006 -10.5172 -13.2253
O 0.4071 -8.9057 -14.2636
H 1.6520 -9.4877 -12.8008
H 0.1787 -8.6157 -12.2302
H -0.0423 -11.1351 -11.7533
H 0.2241 -11.3450 -13.5087
H -1.9607 -11.3506 -13.1014
H 0.9770 -8.1390 -14.3581
C -4.9400 -6.0050 -17.0900
C -4.7266 -5.6038 -15.6154
O -3.4246 -6.1201 -15.2875
O -4.8876 -7.3628 -17.3669
H -4.1238 -5.5657 -17.6634
H -5.8008 -5.4764 -17.4996
H -5.4398 -5.9797 -14.8819
H -4.7869 -4.5446 -15.3652
H -2.9889 -5.5862 -14.6191
H -5.3660 -7.5529 -18.1772
C -1.8647 -12.7247 -18.1466
C -3.0369 -13.0498 -17.3246
O -3.9753 -12.0309 -17.0605
O -0.9310 -11.8054 -17.6622
H -2.3118 -12.2029 -18.9927
H -1.4230 -13.6593 -18.4922
H -2.5803 -13.2097 -16.3478
H -3.6786 -13.8546 -17.6831
H -4.7186 -12.4494 -16.6201
H -0.1004 -12.0890 -18.0509
*
```

Results
Gap between HOMO and LUMO (spin up / spin down) = 7.00 / 9.74 eV
E_HOMO (spin up / spin down) = -0.35935 / -0.48091 Ha
Total energy = -41902.5790 eV
Expectation value of S² = 3.751

=====

7.
Below is an isolated molecule of C6H18OSi2 in a non-equilibrium geometry, with properties calculated with ωB97M-V/def2-TZVPD.

ORCA input file:
```
! wB97M-V def2-TZVPD RIJCOSX def2/J DEFGRID3
* xyz 0 1
C 0.6300 -2.2065 1.2600
C 1.6293 -1.1451 0.6440
C 3.0282 -1.2290 1.2372
Si 0.7290 0.5223 0.7598
C 1.8651 1.8420 -0.0308
O -0.6557 0.4071 -0.1156
Si -2.0258 0.1115 -0.9562
C -2.0779 1.0770 -2.5847
C -3.5852 0.7833 -0.1324
H 0.1113 -1.7979 2.0748
H 0.0802 -2.4559 0.3684
H 1.1123 -3.1125 1.5546
H 1.8103 -1.4095 -0.4508
H 2.8205 -1.0509 2.3473
H 3.8804 -0.5422 0.9091
H 3.3854 -2.2985 1.1298
H 0.4386 1.0011 2.2119
H 2.8860 1.5012 -0.2901
H 1.5273 2.1651 -0.9273
H 2.0142 2.7106 0.6381
H -1.6487 -1.3951 -0.9715
H -2.3379 0.5978 -3.4746
H -2.8210 1.8806 -2.4718
H -1.1210 1.5620 -2.8457
H -3.3905 1.6512 0.3964
H -4.4801 0.9513 -0.8037
H -3.8042 -0.1207 0.5236
*
```

Results
Gap between HOMO and LUMO = 10.58 eV
SMILES string = CC(C)[Si@@H](C)O[SiH](C)C
E_HOMO = -0.35340 Ha
Total energy = -24318.3886 eV
ΔE to the lowest compared entry with this formula, charge and spin = 0.5987 eV

=====

8.
Below is a structure of composition C6H18OTa, with properties calculated with ωB97M-V/def2-TZVPD.

ORCA input file:
```
! wB97M-V def2-TZVPD RIJCOSX def2/J DEFGRID3
* xyz -1 1
C 3.0083 0.3456 0.7807
O 2.6183 1.5702 0.2008
C 1.9276 1.4211 -1.0439
C 0.5813 0.7311 -0.9012
C -0.4933 1.6339 -0.2871
C -1.3808 0.9449 0.7452
C -2.2545 -0.1698 0.1591
Ta -1.8057 -2.3379 0.2217
H 3.9726 0.5129 1.2720
H 3.1520 -0.4395 0.0264
H 2.2939 -0.0229 1.5241
H 1.8332 2.4555 -1.3911
H 2.5724 0.8759 -1.7496
H 0.2968 0.3328 -1.8813
H 0.7041 -0.1741 -0.2932
H -0.0111 2.4912 0.2011
H -1.1239 2.0487 -1.0866
H -1.9848 1.7100 1.2544
H -0.7286 0.5228 1.5227
H -3.2002 -0.2784 0.7441
H -2.5792 0.1080 -0.8572
H -0.5986 -2.0538 -1.1278
H -3.1924 -3.0456 -0.8334
H -2.4348 -3.1090 1.8121
H -0.2731 -2.2292 1.2610
H -0.8994 -3.8446 -0.2732
*
```

Results
Gap between HOMO and LUMO = 7.66 eV
E_HOMO = -0.15790 Ha
Total energy = -10107.6808 eV